Record 1
A molecular structure, C33H47F7InO26. Source: the Open Molecules 2025 dataset; level of theory: ωB97M-V/def2-TZVPD.

Structure (XYZ):
```
114
C33H47F7InO26 ωB97M-V/def2-TZVPD
C 0.85236 5.42666 1.48227
C -0.50174 6.06907 0.88080
C -1.53690 6.26736 2.09361
O -2.85826 5.74660 1.88525
C -2.87541 4.34784 1.49235
In -1.78373 2.90815 2.83794
O -3.14802 1.33341 3.29034
C -1.11675 3.73694 4.82360
C -1.00318 2.61226 5.99661
O 0.31438 1.95273 5.91194
C -0.10704 1.98997 1.60378
C -0.53444 0.67765 0.78438
C -0.33513 -0.70147 1.56753
C 1.03261 -0.82695 2.38145
O 2.22156 -0.41228 1.63598
C 3.15638 0.02439 2.64342
C 4.21241 -1.05618 3.18888
O 3.16495 1.20771 3.04578
H 0.66129 4.75055 2.39690
H 1.35562 4.74558 0.70703
H 1.57032 6.24477 1.86643
H -0.19645 7.11919 0.50376
H -0.91338 5.52346 -0.02633
H -1.66503 7.40947 2.22526
H -1.02817 5.91134 3.05842
H -2.52252 4.15172 0.41243
H -3.98745 4.03025 1.49976
H -2.54855 0.61765 3.58795
H -1.83693 4.55016 5.17439
H -0.07511 4.22309 4.67836
H -1.86002 1.85461 5.94741
H -0.99275 3.18041 7.00099
H 0.96118 2.65036 6.20630
H 0.82334 1.87292 2.25101
H 0.15924 2.78938 0.81102
H -0.01449 0.72735 -0.23683
H -1.66352 0.75889 0.55794
H -0.31313 -1.53944 0.76705
H -1.22183 -0.97896 2.25161
H 0.94014 -0.11409 3.28659
H 1.21870 -1.88521 2.77090
H 3.67722 -2.02722 3.49736
H 4.94080 -1.32930 2.35561
H 4.79185 -0.58932 4.04963
C 5.36920 0.68953 7.43528
C 5.76400 -0.63632 6.86647
O 6.66226 -1.14712 7.83034
C 6.26739 -0.60632 9.01788
O 6.61469 -1.01015 10.08770
O 5.42213 0.44640 8.83509
F 6.42887 -0.48582 5.69369
H 6.07400 1.48509 7.17779
H 4.36806 0.99448 7.12669
H 4.93201 -1.33386 6.73338
C -0.61030 -3.54990 -2.73737
C 0.00982 -2.27214 -3.20916
O -1.03405 -1.33261 -3.05875
C -1.79367 -1.79420 -2.02511
O -2.59883 -1.13639 -1.43902
O -1.51486 -3.09758 -1.73718
F 0.33941 -2.34372 -4.52315
H -1.16668 -4.06529 -3.52362
H 0.12391 -4.23942 -2.31913
H 0.87922 -1.95190 -2.62727
C -1.13414 -3.69668 -7.87806
C -0.72362 -5.01499 -8.45115
O 0.16011 -5.52842 -7.47278
C -0.25997 -4.99863 -6.29008
O 0.06964 -5.40860 -5.21409
O -1.10659 -3.95039 -6.47906
F -0.03915 -4.85304 -9.60805
H -0.43066 -2.89532 -8.11396
H -2.12933 -3.39521 -8.20236
H -1.54959 -5.71578 -8.60563
C 2.88546 -1.34118 -7.02116
C 3.09818 -0.15653 -7.90955
O 2.60826 -0.59921 -9.16021
C 1.64195 -1.51315 -8.86862
O 0.82491 -1.90260 -9.65084
O 1.71339 -1.92590 -7.57204
F 4.41668 0.12556 -8.03789
H 3.70827 -2.05958 -7.07234
H 2.73091 -1.05870 -5.97901
H 2.55607 0.74146 -7.59970
C -3.71275 -4.22077 0.29878
C -4.15825 -5.50306 -0.32799
O -4.53374 -6.29175 0.78222
C -4.94604 -5.40591 1.73442
O -5.58218 -5.70763 2.70044
O -4.55046 -4.13568 1.44470
F -3.13088 -6.11750 -0.96616
H -2.66639 -4.24682 0.61466
H -3.85873 -3.36299 -0.35897
H -5.00785 -5.39973 -1.00939
C -6.33192 -2.98145 -7.28736
C -5.11535 -2.50154 -8.01315
O -4.43313 -3.69999 -8.32704
C -5.40467 -4.64956 -8.44779
O -5.24071 -5.71424 -8.96386
O -6.58623 -4.23162 -7.91443
F -4.32725 -1.75679 -7.20255
H -6.15093 -3.14024 -6.22069
H -7.17964 -2.30481 -7.40227
H -5.32826 -1.94845 -8.93251
C 3.69954 5.71624 5.88973
C 3.05006 6.92300 6.49016
O 1.74789 6.46987 6.79570
C 1.87427 5.13512 7.03755
O 1.04527 4.46956 7.58158
O 3.06762 4.65272 6.58791
F 2.95649 7.92711 5.58534
H 3.49864 5.61819 4.81916
H 4.77910 5.70223 6.04683
H 3.53473 7.28912 7.40017
```

The total energy is -112411.4633 eV. The LUMO energy is 1.380 eV. As for the total charge: -1. As for the multiplicity: 1.

---

Record 2
A molecular structure, C33H48AsCl3F6N7PS2Ti. Source: the Open Molecules 2025 dataset; level of theory: ωB97M-V/def2-TZVPD.

Structure (XYZ):
```
102
C33H48AsCl3F6N7PS2Ti ωB97M-V/def2-TZVPD
Ti 0.05702 1.18301 0.38283
C 2.90761 3.51722 -0.68943
C 2.00281 3.73119 0.48230
N 0.86203 3.10630 0.71833
C 0.12390 3.76437 1.69954
C 0.74130 4.82481 2.25442
S 2.23129 5.08741 1.48506
C -1.30885 3.47399 1.80251
C -2.18780 4.00817 2.67122
S -3.77450 3.64152 2.17714
C -3.17810 2.79158 0.81909
N -1.87084 2.73173 0.77109
C -4.11410 2.38395 -0.27430
H 2.59077 2.64372 -1.24521
H 3.94333 3.39059 -0.37802
H 2.85235 4.39521 -1.33523
H 0.37094 5.48465 3.02338
H -1.98556 4.57624 3.56678
H -4.39774 3.27690 -0.83703
H -5.02884 1.94018 0.11756
H -3.63389 1.69732 -0.96076
F -0.57175 0.93641 2.40397
As 0.00922 0.94520 4.28104
F -1.57704 0.38735 4.52869
F 0.53265 -0.64375 3.92155
F 0.53299 0.84710 5.88383
F 1.46144 1.56878 3.63038
F -0.54465 2.55259 4.45006
C 4.39036 -1.17930 -3.04309
C 2.89169 -1.13878 -2.87746
C 2.08809 -2.12312 -3.45036
C 0.70553 -2.10884 -3.29664
C -0.16042 -3.17061 -3.92818
C 0.12875 -1.07270 -2.56838
C 0.90367 -0.06208 -2.01570
C 2.28467 -0.11643 -2.16069
N 0.28845 1.12327 -1.45833
C -0.28901 2.00379 -2.57467
C -0.45451 3.45307 -2.11372
C -1.66094 1.45929 -3.01154
C 0.64345 2.03429 -3.78729
H 4.65958 -1.30294 -4.09290
H 4.81797 -2.02439 -2.49734
H 4.85770 -0.26673 -2.67226
H 2.55177 -2.91943 -4.02880
H 0.42872 -4.04057 -4.21576
H -0.64601 -2.78612 -4.82835
H -0.94925 -3.50005 -3.24815
H -0.94666 -1.03400 -2.46547
H 2.89748 0.67051 -1.73266
H -1.13782 3.54399 -1.27593
H -0.86024 4.03145 -2.94408
H 0.50377 3.89142 -1.84376
H -2.20184 1.07444 -2.14861
H -1.56198 0.65593 -3.74368
H -2.25246 2.25557 -3.47212
H 1.63709 2.40000 -3.51235
H 0.22172 2.71494 -4.52952
H 0.75761 1.05401 -4.25193
Cl 4.17257 0.05711 3.50080
C 4.28633 1.12254 2.07107
Cl 5.74514 0.70191 1.14416
Cl 4.44329 2.77101 2.67407
C 3.18309 1.07260 1.05487
N 2.14462 0.36979 1.15514
C -4.10579 -2.32565 2.34153
N -2.76419 -2.89977 2.28642
C -2.71373 -3.91737 1.23980
N -3.12572 -3.41215 -0.07312
C -4.46201 -2.82842 0.04598
N -4.53406 -1.77174 1.05428
C -3.75886 -0.60148 0.66715
P -1.92516 -0.95146 0.46465
C -1.75584 -1.86586 2.09786
C -2.17055 -2.45986 -0.62859
H -4.12829 -1.54254 3.10052
H -4.80848 -3.10953 2.62226
H -3.38396 -4.73086 1.51613
H -1.69931 -4.31516 1.17172
H -5.15645 -3.61723 0.33202
H -4.76595 -2.42646 -0.92210
H -3.87661 0.17639 1.42188
H -4.14776 -0.23384 -0.27846
H -1.83338 -1.13693 2.89478
H -0.76748 -2.32023 2.16286
H -1.21300 -2.94682 -0.79724
H -2.54359 -2.12283 -1.59844
C 1.40280 -3.00013 0.08245
C 2.25283 -2.14751 1.02168
C 3.68016 -2.05875 0.50011
C 2.22704 -2.81849 2.41112
C 1.58249 -0.79044 1.22016
H 1.80833 -4.01488 0.05218
H 0.37460 -3.06621 0.44385
H 1.40089 -2.59935 -0.92643
H 3.98997 -3.04724 0.15441
H 4.37209 -1.75253 1.27927
H 3.76392 -1.36713 -0.33881
H 2.73410 -3.78379 2.32915
H 1.20517 -2.99299 2.75637
H 2.73204 -2.22232 3.16166
H 0.55578 -0.83694 1.56970
```

The total energy is -214214.4203 eV. The LUMO energy (alpha / beta) is -3.304 / -3.557 eV. As for the total charge: +1. The calculation puts the energy above the lowest of the compared OMol25 structures with the same formula, charge and spin at 30.0 kcal/mol. As for the multiplicity: 2.

---

Record 3
A molecular structure, C33H48CoP2. Source: the Open Molecules 2025 dataset; level of theory: ωB97M-V/def2-TZVPD.

Structure (XYZ):
```
84
C33H48CoP2 ωB97M-V/def2-TZVPD
Co -0.52903 1.05079 1.25458
C 1.94112 1.34920 1.46517
C 1.08740 2.40905 1.00910
C 0.41296 1.77456 3.14135
C 1.52368 0.97435 2.76370
C 0.13309 2.70817 2.06936
C 3.15629 0.86377 0.77893
H 3.10752 1.02253 -0.30150
H 3.31414 -0.20834 0.94251
H 4.05041 1.38072 1.15699
C 2.16905 -0.01853 3.65250
H 2.78903 -0.71939 3.08589
H 1.42449 -0.60179 4.21146
H 2.82201 0.46394 4.39461
C -0.17714 1.82352 4.50497
H 0.48521 2.28864 5.25453
H -0.38819 0.81146 4.87355
H -1.11709 2.38615 4.52606
C -0.65319 3.95403 2.22284
H -0.06610 4.75286 2.69778
H -1.53357 3.77090 2.84310
H -1.00974 4.32650 1.26316
C 1.30030 3.23437 -0.20744
H 2.15921 3.91394 -0.09856
H 0.42953 3.86371 -0.42738
H 1.48857 2.61446 -1.09872
C 2.64215 -3.16697 -2.93351
C 3.39984 -2.68512 -3.92825
C 3.10915 -1.52878 -4.84468
C 1.58943 -1.25999 -4.97087
C 1.21013 -0.18751 -3.92050
C 2.13124 -0.11461 -2.82156
C 1.91327 -1.05746 -1.72995
C 1.49670 -2.45152 -2.25135
H 3.51813 -1.70934 -5.84369
H 1.05084 -2.22178 -4.95051
H 3.60422 -0.60988 -4.48841
H 0.65751 -2.32259 -2.94216
H 2.85251 -4.15291 -2.48746
H 4.33379 -3.18817 -4.18219
H 1.13244 -3.04653 -1.39432
H 2.77360 -1.13526 -1.04903
H 2.61379 0.84441 -2.57172
H 1.05947 -0.64589 -1.14926
H 1.39482 -0.83918 -5.96824
H 1.12070 0.76311 -4.47589
P -0.68842 -0.07473 -2.91013
C -1.38149 -1.53771 -3.83484
C -1.44460 1.22189 -3.97429
P -1.92404 1.16127 -0.14200
C -1.76283 -0.22803 -1.37832
C -1.86263 2.67226 -1.14132
C -3.68868 1.15164 0.36763
H -1.92311 -2.20629 -3.16274
H -0.65111 -2.13498 -4.37947
H -2.08903 -1.18766 -4.59259
H -2.25502 0.78670 -4.56924
H -0.69135 1.65794 -4.64033
H -1.88919 2.02657 -3.39362
H -4.34337 1.51945 -0.42645
H -3.76752 1.82383 1.22517
H -4.02269 0.15476 0.66562
H -1.31514 -1.04651 -0.80109
H -2.76876 -0.55041 -1.68652
H -1.85175 3.56057 -0.50171
H -2.75533 2.72327 -1.77496
H -0.95848 2.67492 -1.76000
C -3.44029 -1.97258 4.90704
C -3.41738 -0.64202 4.44411
C -2.54540 -0.25771 3.42374
C -1.65512 -1.19492 2.84503
C -0.75001 -0.87187 1.78241
C 0.22107 -1.78399 1.40246
C 0.30274 -3.06142 2.01493
C -0.60525 -3.43761 2.98747
C -1.61262 -2.53192 3.40203
C -2.54476 -2.89297 4.38956
H -4.15924 -2.26319 5.67128
H -4.08579 0.10762 4.86448
H -2.55141 0.77571 3.04182
H 0.96749 -1.53067 0.64349
H 1.09467 -3.74502 1.70742
H -0.57691 -4.42554 3.45890
H -2.53089 -3.91424 4.75000
```

The total energy is -91192.5810 eV. The LUMO energy (alpha / beta) is -4.287 / -4.552 eV. As for the total charge: +1. As for the multiplicity: 5.

---

Record 4
A molecular structure, C33H48NdP2. Source: the Open Molecules 2025 dataset; level of theory: ωB97M-V/def2-TZVPD.

Structure (XYZ):
```
84
C33H48NdP2 ωB97M-V/def2-TZVPD
Nd 1.53070 0.11734 0.25609
C -0.47096 -0.93146 2.10402
C -0.08385 -2.05826 1.30957
C 1.74865 -1.42377 2.57506
C 0.64693 -0.58509 2.92509
C 1.27232 -2.38500 1.63758
C -1.85134 -0.44264 2.37393
H -2.56805 -0.73891 1.60090
H -1.86576 0.65322 2.43129
H -2.23901 -0.83206 3.33187
C 0.56771 0.19862 4.17879
H -0.37831 0.74927 4.24489
H 1.38823 0.92309 4.23548
H 0.63842 -0.45787 5.06563
C 3.01667 -1.49422 3.34729
H 2.83794 -1.86388 4.37266
H 3.48584 -0.50262 3.43458
H 3.73813 -2.16737 2.86608
C 1.87685 -3.72667 1.43540
H 1.56935 -4.41402 2.24558
H 2.97085 -3.69226 1.44384
H 1.54904 -4.18642 0.49975
C -0.97414 -2.99955 0.58126
H -1.12091 -3.92929 1.16052
H -0.54413 -3.29463 -0.38801
H -1.96250 -2.57158 0.39105
C -4.35530 0.99743 -1.17426
C -4.90859 0.08824 -1.99315
C -4.50573 -0.37884 -3.37070
C -3.25114 0.31629 -3.99752
C -1.98681 -0.30114 -3.34179
C -2.45067 -0.80512 -2.09150
C -2.07713 0.09633 -1.00284
C -2.91057 1.38799 -1.12573
H -5.34552 -0.22619 -4.06349
H -3.29520 1.39604 -3.81469
H -4.34223 -1.47733 -3.33304
H -2.56781 1.90747 -2.03016
H -4.97013 1.53763 -0.45020
H -5.85130 -0.36401 -1.68548
H -2.70623 2.06839 -0.28741
H -2.12641 -0.34214 -0.00923
H -2.57500 -1.87974 -1.93782
H -1.00544 0.39730 -1.15023
H -3.24437 0.15915 -5.09013
H -1.62142 -1.11093 -4.00087
P -0.07081 0.70419 -3.14510
C -0.16630 2.52494 -3.31765
C 0.33385 0.23261 -4.90446
P 1.23578 -1.56333 -1.62073
C 1.51331 0.12523 -2.42913
C 0.58935 -2.70281 -2.86733
C 2.96493 -2.14765 -1.30329
H 0.12398 3.03510 -2.38703
H -1.19336 2.82592 -3.58494
H 0.49036 2.85046 -4.13315
H 0.83036 1.10516 -5.36176
H -0.55714 -0.03781 -5.49162
H 1.03944 -0.61464 -4.88440
H 3.52230 -2.20516 -2.24410
H 2.97376 -3.14575 -0.82998
H 3.52182 -1.47528 -0.61608
H 1.97114 0.93011 -1.81152
H 2.25317 -0.03101 -3.22163
H 0.74849 -3.74513 -2.52390
H 1.06786 -2.60059 -3.86203
H -0.49886 -2.57183 -2.97948
C 3.76098 2.42330 4.06298
C 4.01446 1.91808 2.77818
C 3.11840 2.14712 1.73765
C 1.81518 2.67984 2.02823
C 0.69818 2.35493 1.21573
C -0.56568 2.66976 1.62610
C -0.79100 3.39456 2.83054
C 0.27387 3.70343 3.65985
C 1.58581 3.26063 3.33720
C 2.59087 3.12767 4.32430
H 4.49319 2.28162 4.85496
H 4.94102 1.36849 2.58882
H 3.40211 1.95231 0.68308
H -1.43882 2.34884 1.05379
H -1.80052 3.68419 3.11308
H 0.12239 4.24205 4.59650
H 2.40443 3.53971 5.31831
```

The total energy is -68841.1233 eV. The LUMO energy (alpha / beta) is -3.204 / -3.213 eV. As for the total charge: +1. As for the multiplicity: 4.

---

Record 5
A molecular structure, C33H49AgAs3Cl2N5O3S. Source: the Open Molecules 2025 dataset; level of theory: ωB97M-V/def2-TZVPD.

Structure (XYZ):
```
97
C33H49AgAs3Cl2N5O3S ωB97M-V/def2-TZVPD
Ag 0.19709 0.42773 -0.49436
Cl 3.62254 0.31833 6.38729
C 2.65263 0.55318 4.95997
C 1.25288 0.55214 5.08023
C 0.47460 0.72586 3.97355
Cl -1.25636 0.68312 4.12857
C 1.00743 0.95711 2.65209
O 0.24177 1.17711 1.67899
C 2.44103 0.91496 2.58216
C 3.16251 1.05711 1.33654
O 2.70372 1.24078 0.21599
C 3.22919 0.72280 3.73442
H 0.79301 0.40530 6.04839
H 4.26156 0.97108 1.45276
H 4.30868 0.70914 3.63780
C 0.61293 1.01403 -4.30346
As 0.41681 -0.31370 -2.88225
C 1.71314 -1.62055 -3.50394
C -1.20168 -1.24436 -3.49682
C -2.61150 -0.74087 -3.10211
C -2.68183 0.78405 -3.19188
C -3.02379 -1.24449 -1.71093
As -2.29074 -0.36603 -0.10754
C -2.85373 -1.72692 1.17460
C -3.69686 0.93417 0.25060
C -3.55463 -1.36977 -4.15454
As -5.54157 -1.33464 -4.15534
C -5.94023 -2.73304 -2.82932
C -6.06700 0.21213 -3.06422
H 0.32787 0.58437 -5.26486
H 1.65772 1.32308 -4.36289
H -0.01260 1.87997 -4.09183
H 1.51230 -1.88274 -4.54336
H 1.63232 -2.50291 -2.87365
H 2.71492 -1.20138 -3.42039
H -1.07492 -2.27805 -3.16800
H -1.11597 -1.23337 -4.58793
H -1.97658 1.27309 -2.51154
H -3.67707 1.15401 -2.94660
H -2.44263 1.11884 -4.20464
H -2.76646 -2.30366 -1.62046
H -4.10624 -1.16726 -1.60583
H -3.92592 -1.90654 1.07725
H -2.62957 -1.37776 2.18229
H -2.31224 -2.65378 0.98986
H -4.67669 0.45817 0.18652
H -3.62192 1.76666 -0.44672
H -3.54455 1.32090 1.25891
H -3.34577 -2.44430 -4.22165
H -3.28587 -0.95821 -5.13173
H -5.39282 -3.63782 -3.09486
H -7.00571 -2.95478 -2.88268
H -5.68866 -2.45291 -1.80789
H -5.86103 1.13599 -3.60244
H -5.59033 0.25023 -2.08602
H -7.14607 0.13574 -2.92607
C -3.17794 4.50417 1.54881
C -1.72886 4.16496 1.87079
C -0.90368 3.91472 0.64742
N -1.36585 3.40318 -0.44157
N -0.38524 3.14198 -1.36888
C 0.79569 3.48780 -0.96254
N 1.94449 3.36472 -1.71658
S 0.80816 4.19734 0.60868
H -3.74988 4.63441 2.46761
H -3.63944 3.71232 0.96214
H -3.24358 5.42493 0.96857
H -1.66739 3.25734 2.48080
H -1.26992 4.96352 2.45756
H 1.73230 2.94856 -2.61399
H 2.66468 2.84344 -1.22809
C -0.33336 -4.63315 3.23809
N 0.53458 -4.21044 2.14277
N -0.10907 -4.14578 0.90046
C 0.31345 -3.01192 0.20355
O -0.01411 -2.76141 -0.95047
C 1.16512 -2.30288 1.12995
C 1.23409 -3.02470 2.26958
C 1.89916 -2.67989 3.55335
C -0.55083 -5.34121 0.28482
C 0.04894 -6.55761 0.58599
C -0.40804 -7.71442 -0.02825
C -1.44291 -7.65918 -0.94920
C -2.02936 -6.43740 -1.25029
C -1.59573 -5.27702 -0.63034
H -0.75706 -5.60610 3.00078
H -1.14211 -3.91631 3.40779
H 0.26889 -4.72892 4.13798
H 1.67452 -1.37662 0.92000
H 2.55147 -1.82187 3.40786
H 2.48795 -3.51470 3.93507
H 1.15836 -2.40763 4.30836
H 0.87142 -6.59063 1.28770
H 0.05814 -8.66170 0.20912
H -1.79139 -8.56303 -1.43048
H -2.83882 -6.38562 -1.96674
H -2.04888 -4.32238 -0.85404
```

The total energy is -271004.5385 eV. The LUMO energy is 0.300 eV. As for the total charge: 0. The calculation puts the energy above the lowest of the compared OMol25 structures with the same formula, charge and spin at 0.0 kcal/mol. As for the multiplicity: 1.

---

> total energy of number 3 (C33H48CoP2)?

-91192.5810 eV